Density functional theory data (wB97M-V/def2-TZVPD) for the molecule C6H11N.

```
! wB97M-V def2-TZVPD RIJCOSX def2/J DEFGRID3
* xyz 0 1
C -0.2931 -3.1699 1.8925
C -0.0060 -2.3806 0.8549
N -0.3223 -1.0425 0.7268
C -0.1760 -0.3366 -0.5072
C 0.1175 1.1335 -0.3877
C 0.3055 1.9703 -1.4035
C 0.3166 3.4410 -1.1624
H -0.7670 -2.7476 2.7700
H 0.0112 -4.2029 1.8663
H 0.6997 -2.7415 0.1111
H -0.5111 -0.4847 1.5538
H 0.5772 -0.7402 -1.1985
H -1.1037 -0.4167 -1.1026
H 0.0513 1.5316 0.6231
H 0.4557 1.5078 -2.3737
H 1.2230 3.8683 -0.7314
H 0.0568 4.0510 -2.0291
H -0.3947 3.7807 -0.3946
*
```

Computed properties:
Structure (SMILES) = C=CNC/C=C/C
HOMO level = -7.838 eV
ΔE to the lowest compared entry with this formula, charge and spin = 44.6 kcal/mol
E_LUMO = 1.139 eV
Gap between HOMO and LUMO = 0.330 hartree

Löwdin population analysis, charges in e, atoms 1 to 8: C -0.03; C -0.25; N -0.05; C -0.24; C -0.12; C -0.17; C -0.12; H 0.04